A structure of composition C5H14N2. Source: the OMol25 dataset; level of theory: ωB97M-V/def2-TZVPD.

The geometry in XYZ format:
```
21
Properties=species:S:1:pos:R:3:nbo_charge:R:1
C 1.26 0.05 -0.32 0.105
C -1.57 0.15 0.65 -0.013
C 2.33 -0.99 -0.63 -0.618
C -2.27 -1.10 0.54 -0.827
C -1.76 1.16 -0.46 -0.648
N 0.20 -0.51 0.53 -0.751
N 1.86 1.17 0.39 -0.845
H 0.57 -0.69 1.46 0.388
H 0.76 0.34 -1.26 0.165
H -1.54 0.63 1.63 0.188
H 2.61 1.58 -0.15 0.367
H 1.17 1.89 0.58 0.365
H 2.83 -1.30 0.29 0.215
H 1.88 -1.87 -1.11 0.219
H 3.08 -0.58 -1.30 0.208
H -2.60 -1.56 1.46 0.196
H -0.36 -1.41 0.23 0.455
H -2.94 -1.21 -0.30 0.196
H -1.83 0.66 -1.43 0.213
H -2.69 1.70 -0.29 0.233
H -0.96 1.89 -0.50 0.189
```

Output
Frontier orbital gap in eV: 7.595
Relative energy (zero: lowest compared OMol25 entry of this formula, charge and spin) in kcal per mole: 70.4
LUMO in eV: 0.888



The ion C18H32NO2S with charge +1. Source: the OMol25 dataset; level of theory: ωB97M-V/def2-TZVPD.

The geometry in XYZ format:
```
54
Properties=species:S:1:pos:R:3:nbo_charge:R:1
C -6.92 -2.12 -1.32 -0.599
C -6.15 -1.15 -0.43 -0.394
C -5.95 0.20 -1.11 -0.388
C -5.29 1.25 -0.21 -0.387
C -3.84 0.93 0.13 -0.401
C -3.19 2.04 0.95 -0.408
C -1.75 1.72 1.32 -0.495
S -0.71 1.77 -0.19 0.241
C 0.78 0.94 0.30 -0.181
C 1.97 1.58 -0.02 -0.273
C 3.19 0.98 0.24 0.229
O 4.42 1.54 -0.10 -0.557
C 4.45 2.90 -0.48 -0.254
C 3.23 -0.28 0.85 -0.015
C 4.56 -0.91 1.19 -0.455
C 5.18 -1.65 0.01 -0.214
N 5.23 -0.77 -1.19 -0.532
C 6.38 -0.98 -2.07 -0.421
C 2.04 -0.91 1.16 -0.293
C 0.80 -0.34 0.88 0.298
O -0.39 -0.93 1.12 -0.486
C -0.42 -2.22 1.70 -0.255
H -7.91 -1.72 -1.55 0.204
H -6.39 -2.28 -2.26 0.200
H -7.05 -3.08 -0.83 0.209
H -6.69 -1.01 0.51 0.195
H -5.18 -1.59 -0.19 0.187
H -5.34 0.07 -2.01 0.193
H -6.93 0.58 -1.42 0.203
H -5.87 1.34 0.72 0.195
H -5.33 2.22 -0.71 0.201
H -3.79 0.00 0.70 0.194
H -3.28 0.79 -0.79 0.205
H -3.23 2.98 0.39 0.206
H -3.75 2.18 1.88 0.218
H -1.34 2.46 2.00 0.217
H -1.67 0.73 1.75 0.230
H 1.91 2.55 -0.48 0.243
H 3.97 3.06 -1.45 0.187
H 5.51 3.17 -0.55 0.209
H 3.97 3.53 0.28 0.204
H 4.43 -1.62 2.01 0.248
H 5.24 -0.13 1.52 0.234
H 6.21 -1.94 0.26 0.226
H 4.62 -2.56 -0.23 0.224
H 4.36 -0.90 -1.73 0.434
H 5.18 0.23 -0.84 0.475
H 6.33 -0.32 -2.94 0.236
H 7.30 -0.77 -1.53 0.231
H 6.41 -2.01 -2.42 0.232
H 2.08 -1.88 1.64 0.224
H -1.48 -2.47 1.77 0.216
H 0.02 -2.22 2.70 0.182
H 0.08 -2.95 1.06 0.179
```

Output
Frontier orbital gap in eV: 7.891
Relative energy (zero: lowest compared OMol25 entry of this formula, charge and spin) in kcal per mole: 7.2
Charge: +1
LUMO in eV: -2.703



The ion C4H9N4O with charge +1. Source: the OMol25 dataset; level of theory: ωB97M-V/def2-TZVPD.

The geometry in XYZ format:
```
18
Properties=species:S:1:pos:R:3:nbo_charge:R:1
C -1.76 -1.03 -0.80 -0.441
N -1.46 -0.02 0.15 -0.475
N -0.15 0.43 0.14 -0.197
C 0.61 -0.12 1.01 0.684
O -0.04 -0.91 1.86 -0.644
C 2.11 0.00 0.89 -0.389
N 2.41 0.32 -0.48 -0.051
N 1.71 0.91 -1.26 -0.086
C 0.42 1.31 -0.96 -0.133
H -1.36 -2.09 -0.35 0.213
H -2.87 -1.05 -0.82 0.243
H -1.44 -0.83 -1.82 0.206
H -2.13 0.70 0.10 0.392
H -1.10 -0.99 1.94 0.577
H 2.59 0.86 1.47 0.305
H 2.53 -1.01 1.26 0.297
H 0.19 2.35 -0.58 0.260
H -0.29 1.16 -1.76 0.238
```

Output
Frontier orbital gap in eV: 9.755
Relative energy (zero: lowest compared OMol25 entry of this formula, charge and spin) in kcal per mole: 105.8
Charge: +1
LUMO in eV: -3.854